1.
Entry from the OMol25 dataset: C6H10N4OS2 as an isolated structure (ωB97M-V with the def2-TZVPD basis set).

HOMO-LUMO gap: 8.4 eV
net charge: +2
LUMO: -0.3267 hartree
HOMO: -17.3 eV

Each line ends with the natural charge from an NBO analysis.
Geometry (Å):
H  3.844  -1.375  -0.150  0.25
N  -2.209  0.919  -1.284  -0.56
H  -1.081  -2.004  -0.587  0.47
C  -0.545  -0.078  0.262  0.10
C  -0.339  -0.344  2.558  0.43
C  2.940  -1.601  0.407  -0.27
O  1.723  -0.982  -0.128  -0.39
N  -1.210  0.061  1.614  -0.53
C  -2.315  -0.364  -1.243  0.37
H  -0.679  -0.221  3.669  0.30
H  -2.876  -0.976  -1.892  0.26
H  -2.633  1.469  -2.042  0.46
C  -0.531  1.290  -0.456  -0.16
C  0.794  -0.679  0.725  0.69
H  0.148  3.478  0.448  0.19
N  0.785  -0.809  2.029  -0.53
H  2.849  -2.702  0.255  0.23
N  -1.317  -1.008  -0.614  -0.56
S  0.677  1.453  -1.736  0.22
S  -1.007  2.707  0.556  0.14
H  -2.168  0.144  1.888  0.46
H  0.898  2.766  -1.679  0.18
H  2.825  -1.259  1.439  0.23

***

2.
Entry from the OMol25 dataset: a 2-piece molecular cluster, C6H10N5O overall (ωB97M-V with the def2-TZVPD basis set).

HOMO-LUMO gap: 8.8 eV
net charge: +1
LUMO: -0.1491 hartree
HOMO: -12.8 eV

Each line ends with the natural charge from an NBO analysis.
Geometry (Å):
C  -2.711  -1.022  -0.179  0.87
H  -3.876  1.558  -1.303  0.22
C  1.771  -0.775  0.311  0.38
O  -2.238  -2.064  -0.076  -0.61
H  0.855  -3.026  0.422  0.42
N  3.203  0.516  -0.890  -0.57
H  3.676  -1.109  -2.305  0.24
C  3.144  -0.787  -1.309  0.35
H  -4.849  1.257  0.111  0.23
N  2.359  -1.579  -0.653  -0.57
H  0.048  -3.057  1.772  0.44
N  0.781  -1.088  1.102  -0.31
H  1.545  1.949  1.738  0.23
H  2.715  2.673  0.634  0.22
H  3.964  1.129  -1.158  0.44
H  -3.393  2.068  0.121  0.22
H  -0.636  -2.297  0.414  0.46
N  0.229  -2.427  0.892  -0.55
C  -3.862  1.251  -0.329  -0.42
N  -3.289  0.008  -0.369  -0.47
C  2.095  1.759  0.893  -0.28
C  2.312  0.622  0.253  0.06

***

3.
Entry from the OMol25 dataset: C6H10NO as an isolated structure (ωB97M-V with the def2-TZVPD basis set).

HOMO-LUMO gap: 4.6 eV
net charge: +1
LUMO: -0.3129 hartree
HOMO: -13.1 eV

Each line ends with the natural charge from an NBO analysis.
Geometry (Å):
O  -2.492  -1.319  -0.658  -0.60
H  2.658  -0.291  1.093  0.20
N  0.647  -0.865  0.323  -0.08
C  -1.716  0.837  0.418  -0.33
H  -1.609  -1.036  0.003  0.50
H  1.432  1.564  -1.791  0.24
H  -1.904  1.863  0.623  0.27
C  0.730  0.109  -0.525  0.06
H  2.350  -2.098  0.793  0.28
C  1.874  -1.134  1.153  -0.49
H  -1.137  0.188  -1.633  0.28
H  -3.138  -0.550  1.111  0.21
H  1.438  -1.249  2.214  0.29
C  1.777  0.848  -1.067  0.07
C  -0.751  0.782  -0.690  -0.49
C  -2.574  -0.238  0.305  0.12
H  -0.482  1.801  -0.919  0.22
H  2.897  0.787  -0.754  0.25

***

4.
Entry from the OMol25 dataset: an isolated ion of composition C6H10NO and charge +1 (ωB97M-V with the def2-TZVPD basis set).

HOMO-LUMO gap: 11.0 eV
net charge: +1
LUMO: -0.1886 hartree
HOMO: -16.2 eV

Each line ends with the natural charge from an NBO analysis.
Geometry (Å):
C  0.213  0.565  -0.254  -0.02
N  1.384  1.327  0.202  -0.32
H  -1.126  -2.054  0.779  0.30
H  -1.167  0.026  -1.807  0.23
H  0.155  1.196  -2.415  0.27
O  1.661  -0.914  0.556  -0.38
H  -0.902  1.892  1.153  0.26
H  3.050  0.560  1.246  0.25
C  -0.490  0.884  -1.574  -0.62
H  -0.563  0.604  2.008  0.24
H  0.270  -2.788  0.017  0.28
C  -0.872  0.869  0.981  -0.58
C  0.483  -0.848  0.093  0.70
H  -0.844  -1.871  -0.954  0.26
C  2.131  0.460  0.659  0.35
H  -1.849  0.268  0.808  0.24
H  -1.115  1.780  -1.451  0.26
C  -0.419  -1.957  -0.046  -0.72

***

5.
Entry from the OMol25 dataset: an isolated ion of composition C6H10NO and charge +1 (ωB97M-V with the def2-TZVPD basis set).

HOMO-LUMO gap: 6.4 eV
net charge: +1
LUMO: -0.2113 hartree
HOMO: -12.1 eV

Each line ends with the natural charge from an NBO analysis.
Geometry (Å):
C  1.622  1.557  0.714  0.37
H  2.225  -1.358  0.520  0.23
C  -0.565  -0.395  0.334  -0.27
H  1.868  2.553  0.663  0.20
H  -0.946  1.596  1.552  0.24
O  1.281  1.081  -0.394  -0.31
H  0.475  -0.036  -1.765  0.23
C  1.696  -1.298  -0.510  -0.65
C  0.697  -0.180  -0.669  0.05
H  2.465  -1.104  -1.230  0.24
H  1.771  0.993  1.700  0.22
C  -1.923  0.015  0.112  0.29
H  -3.864  0.361  -0.386  0.42
H  -3.078  -0.812  -1.351  0.41
H  1.054  -2.267  -0.550  0.26
H  -0.521  -1.299  0.825  0.20
C  -1.190  0.821  0.872  -0.35
N  -3.067  -0.228  -0.438  -0.76

***

6.
Entry from the OMol25 dataset: an isolated ion of composition C6H10NO3P and charge -2 (ωB97M-V with the def2-TZVPD basis set).

SMILES: CC(C)(C)[C@@H](C#N)P(=O)([O-])[O-]
HOMO-LUMO gap: 6.0 eV
net charge: -2
LUMO: 0.2204 hartree
HOMO: 0.0 eV

Each line ends with the natural charge from an NBO analysis.
Geometry (Å):
O  0.159  2.083  -1.541  -1.26
C  -0.329  -0.528  0.011  -0.07
H  0.613  -1.717  -1.426  0.18
C  0.784  0.407  0.473  -0.70
H  0.418  -2.274  0.258  0.22
O  -0.181  3.144  0.805  -1.23
H  -1.397  -2.249  1.006  0.19
H  0.882  0.531  1.724  0.22
C  -0.388  -1.776  0.883  -0.64
H  -1.681  1.239  -0.363  0.28
P  0.692  2.387  -0.174  2.43
H  -0.077  -1.503  1.879  0.21
H  0.444  -0.029  -2.029  0.29
O  2.164  2.734  -0.210  -1.24
H  -1.796  0.502  1.260  0.20
H  -1.002  -0.996  -1.875  0.18
H  -2.646  -0.365  -0.149  0.13
C  -1.646  0.276  0.189  -0.59
C  0.028  -0.807  -1.418  -0.62
C  1.998  -0.210  0.325  0.37
N  2.962  -0.848  0.372  -0.53

***

7.
Entry from the OMol25 dataset: a 2-piece molecular cluster, C6H10NS2 overall (ωB97M-V with the def2-TZVPD basis set).

HOMO-LUMO gap (alpha / beta): 8.2 / 7.7 eV
net charge: +1
LUMO (alpha / beta): -0.1141 / -0.1978 hartree
HOMO (alpha / beta): -11.3 / -13.0 eV
spin multiplicity: 3
<S²>: 2.032

Each line ends with the Mulliken spin population.
Geometry (Å):
H  3.403  2.202  0.597  0.00
C  3.021  1.193  0.517  -0.09
S  -0.445  -2.616  0.054  0.12
N  -1.060  -0.060  0.544  -0.04
C  1.629  0.937  0.475  0.32
C  0.069  -0.904  0.070  0.59
C  1.346  -0.394  0.178  -0.14
H  -2.227  -0.512  -1.078  0.02
H  0.683  -3.330  -0.137  0.00
H  -2.805  -1.531  0.447  0.00
S  2.876  -1.165  -0.278  0.03
H  -1.070  0.006  1.534  0.01
H  -1.099  0.765  0.073  0.00
H  4.816  0.260  0.226  0.01
H  -0.167  -0.049  -2.260  0.93
H  0.885  1.673  0.604  0.02
C  -2.420  -0.514  0.043  -0.01
C  3.815  0.200  0.117  0.23
H  -3.279  0.138  0.347  0.00

***

8.
Entry from the OMol25 dataset: one molecule with the formula C6H10O (ωB97M-V with the def2-TZVPD basis set).

SMILES: CC=C=C(C)OC
HOMO-LUMO gap: 9.5 eV
LUMO: 0.0380 hartree
HOMO: -8.5 eV

Each line ends with the natural charge from an NBO analysis.
Geometry (Å):
H  1.452  -2.188  -0.215  0.23
H  0.507  2.816  0.311  0.21
H  1.857  -1.574  -1.827  0.23
H  -2.737  -1.244  -1.238  0.20
C  0.385  1.739  0.448  -0.23
C  0.377  0.853  -0.517  -0.11
C  0.201  1.109  1.825  -0.63
H  0.496  1.736  2.670  0.21
H  -0.838  0.774  1.946  0.21
H  -2.201  -0.278  0.165  0.18
C  0.367  -0.452  -0.760  0.30
H  2.454  -0.720  -0.379  0.23
H  0.791  0.188  1.816  0.21
O  -0.738  -1.192  -1.022  -0.50
C  1.614  -1.278  -0.802  -0.65
C  -1.985  -0.538  -0.881  -0.25
H  -2.002  0.376  -1.485  0.19

***

The records above give, respectively, energy relative to the best compared isomer or geometry (same formula, charge and spin) values of 0.387 1.281 8.736 1.529 4.599 0.605 0.000 2.082 eV.